(1)
The following is a DFT calculation (the ωB97M-V functional and the def2-TZVPD basis) of CH4BBr as an isolated structure at a distorted geometry.

Last column: natural (NBO) charge in e.
Cartesian coordinates (Å):
B (0.278, 0.782, -0.026)  0.10
C (0.356, -0.758, 0.053)  -0.29
Br (-2.089, -0.014, -0.019)  -0.14
H (0.473, 1.401, 0.950)  -0.04
H (0.321, 1.298, -1.077)  -0.03
H (0.397, -1.342, 0.960)  0.20
H (0.264, -1.367, -0.841)  0.20

- total charge = 0


(2)
The following is a DFT calculation (the ωB97M-V functional and the def2-TZVPD basis) of the molecule C3H6O at a distorted geometry.

Last column: natural (NBO) charge in e.
Cartesian coordinates (Å):
C (-1.484, -0.500, 0.004)  -0.61
C (-0.527, 0.735, -0.031)  -0.51
C (0.944, 0.420, 0.017)  0.45
O (1.427, -0.696, -0.015)  -0.52
H (-1.190, -1.254, -0.720)  0.22
H (-1.393, -0.977, 1.001)  0.21
H (-2.528, -0.171, -0.164)  0.21
H (-0.801, 1.332, 0.849)  0.23
H (-0.683, 1.347, -0.909)  0.23
H (1.575, 1.355, 0.124)  0.10

- total charge = 0


| no. | LUMO energy (Eh) | HOMO (eV) | frontier orbital gap (eV) |
| --- | --- | --- | --- |
| 1 | -0.068 | -10.54 | 8.67 |
| 2 | 0.038 | -9.94 | 10.96 |